{"formula": "C45H56BaCl2IN4O2P", "method": "wB97M-V/def2-TZVPD", "elements": ["Ba", "C", "N", "C", "C", "C", "C", "C", "C", "C", "N", "C", "C", "C", "C", "C", "C", "N", "C", "C", "H", "H", "H", "H", "H", "H", "H", "H", "H", "H", "H", "H", "H", "H", "H", "H", "H", "H", "H", "H", "Cl", "C", "C", "C", "Cl", "C", "O", "C", "C", "O", "C", "H", "H", "H", "I", "C", "C", "C", "C", "C", "C", "C", "C", "C", "C", "H", "H", "H", "H", "H", "H", "C", "C", "C", "C", "P", "N", "C", "C", "C", "C", "C", "C", "C", "C", "H", "H", "H", "H", "H", "H", "H", "H", "H", "H", "H", "H", "H", "H", "H", "H", "H", "H", "H", "H", "H", "H", "H", "H", "H", "H", "H"], "positions_angstrom": [[-0.5574, 0.2574, -0.0139], [2.5962, 1.9606, 0.9416], [2.2279, 0.5764, 1.1758], [1.8115, 0.3851, 2.5707], [3.1859, -0.4207, 0.8114], [4.5387, -0.1467, 0.7459], [5.4804, -1.1468, 0.4976], [5.0257, -2.4481, 0.3703], [3.6688, -2.7423, 0.4158], [2.6805, -1.7425, 0.5704], [1.3318, -1.9105, 0.5959], [0.7076, -3.0369, 0.1209], [1.1983, -3.8947, -0.8811], [0.4688, -4.9698, -1.3676], [-0.7951, -5.2419, -0.8765], [-1.3283, -4.3907, 0.0875], [-0.6206, -3.3039, 0.5766], [-1.2192, -2.3790, 1.4928], [-0.6199, -2.4108, 2.8221], [-2.6645, -2.4321, 1.5868], [3.3961, 2.3093, 1.6176], [1.7107, 2.5778, 1.1128], [2.9249, 2.0884, -0.0898], [2.6035, 0.7334, 3.2553], [1.6355, -0.6735, 2.7402], [0.8856, 0.9372, 2.7519], [4.8707, 0.8736, 0.8953], [6.5345, -0.9079, 0.4273], [5.7305, -3.2601, 0.2208], [3.3639, -3.7750, 0.3230], [2.1540, -3.6729, -1.3348], [0.8911, -5.5754, -2.1625], [-1.3828, -6.0661, -1.2615], [-2.3341, -4.5712, 0.4443], [-0.9623, -3.2944, 3.3866], [-0.8994, -1.5101, 3.3752], [0.4613, -2.4418, 2.7251], [-3.0251, -3.3381, 2.1042], [-3.1056, -2.3970, 0.5919], [-3.0128, -1.5652, 2.1508], [-7.1919, -3.1624, -3.5828], [-5.6366, -2.5861, -3.0053], [-4.4605, -3.1267, -3.5563], [-3.2426, -2.6987, -3.1220], [-1.8011, -3.3471, -3.8300], [-3.0713, -1.6966, -2.0806], [-1.9467, -1.3466, -1.6813], [-4.3164, -1.1656, -1.5768], [-4.3422, -0.1232, -0.5853], [-3.3965, 0.4149, -0.0311], [-5.5618, -1.6215, -2.0465], [-4.5172, -3.8801, -4.3308], [-5.3708, 0.2078, -0.3161], [-6.4688, -1.1919, -1.6347], [2.2097, 0.1853, -2.5127], [1.5067, 1.6294, -3.8580], [2.2948, 1.9259, -4.9350], [1.8609, 2.8797, -5.8803], [0.6495, 3.4859, -5.7210], [-0.1819, 3.1790, -4.6132], [-1.4532, 3.7887, -4.4808], [-2.2465, 3.4543, -3.4209], [-1.7903, 2.5340, -2.4482], [-0.5550, 1.9090, -2.4696], [0.2384, 2.2410, -3.6204], [3.2470, 1.4281, -5.0661], [2.4908, 3.1152, -6.7308], [0.2943, 4.2110, -6.4474], [-1.7768, 4.5007, -5.2338], [-3.2317, 3.9010, -3.3146], [-2.4886, 2.3307, -1.6347], [-2.6831, 4.1885, 0.6274], [-2.1834, 4.6012, 2.0187], [-3.2201, 5.5069, 2.6895], [-0.9242, 5.4368, 1.7479], [-1.6835, 2.9858, 2.9179], [-0.9870, 1.9684, 2.0156], [-3.3004, 2.2808, 3.7028], [-3.8886, 2.9776, 4.9326], [-4.3899, 2.2189, 2.6207], [-2.9995, 0.8128, 4.0441], [-0.5972, 3.5466, 4.4118], [-0.4695, 2.3551, 5.3725], [0.8257, 3.7923, 3.8826], [-1.0274, 4.7752, 5.2186], [-2.8810, 5.0913, 0.0371], [-3.5923, 3.5929, 0.6479], [-1.9170, 3.6061, 0.1193], [-3.3430, 6.4105, 2.0792], [-2.9199, 5.8251, 3.6883], [-4.1992, 5.0370, 2.7656], [-1.1675, 6.1990, 0.9992], [-0.1254, 4.8129, 1.3441], [-0.5598, 5.9562, 2.6340], [-4.1178, 4.0276, 4.7486], [-3.2360, 2.9200, 5.8033], [-4.8288, 2.4793, 5.2016], [-4.7885, 3.1989, 2.3611], [-5.2259, 1.6235, 3.0081], [-4.0132, 1.7332, 1.7204], [-2.3879, 0.6964, 4.9367], [-2.4683, 0.3603, 3.2057], [-3.9422, 0.2789, 4.2126], [-0.2165, 1.4449, 4.8259], [-1.3770, 2.1763, 5.9476], [0.3351, 2.5620, 6.0875], [1.1211, 2.9924, 3.2080], [1.5231, 3.8167, 4.7286], [0.9220, 4.7367, 3.3525], [-2.0325, 4.6874, 5.6293], [-0.9814, 5.6900, 4.6284], [-0.3361, 4.9013, 6.0622]], "atomic_forces_ev_per_a": [[0.07, 0.04, 0.07], [0.02, -0.08, -0.01], [-0.07, 0.01, 0.03], [0.03, 0.03, -0.06], [0.04, 0.01, -0.01], [-0.03, 0.02, 0.01], [-0.02, -0.02, 0.00], [-0.02, 0.02, 0.01], [0.04, -0.04, -0.02], [-0.01, 0.02, 0.00], [-0.06, 0.06, -0.04], [0.02, 0.03, 0.03], [-0.02, -0.10, -0.06], [0.01, 0.04, 0.03], [0.00, 0.03, 0.01], [-0.02, -0.02, 0.01], [0.02, -0.01, -0.03], [0.02, 0.00, 0.01], [0.00, -0.01, -0.02], [0.00, -0.01, 0.00], [-0.02, 0.03, 0.01], [0.01, 0.01, 0.00], [0.00, 0.00, 0.00], [-0.01, -0.02, 0.03], [0.00, 0.00, 0.02], [0.01, 0.02, 0.00], [0.02, -0.01, 0.00], [0.00, 0.00, 0.00], [0.01, 0.01, 0.00], [-0.02, 0.02, 0.01], [-0.02, 0.03, 0.01], [-0.01, -0.01, 0.00], [0.00, 0.00, 0.00], [0.00, -0.01, -0.01], [0.00, 0.00, 0.01], [-0.01, 0.00, 0.00], [0.00, -0.01, 0.00], [0.00, 0.00, 0.00], [0.00, 0.00, 0.00], [0.01, 0.00, 0.00], [0.02, 0.00, 0.00], [-0.02, 0.01, 0.01], [0.05, -0.03, -0.02], [0.03, 0.01, -0.01], [-0.01, 0.00, 0.00], [-0.03, 0.03, 0.00], [0.00, -0.10, 0.01], [0.02, -0.05, -0.05], [-0.03, 0.05, 0.03], [-0.04, -0.01, 0.02], [-0.03, 0.00, 0.00], [-0.02, 0.00, 0.00], [0.02, 0.00, 0.00], [0.01, 0.01, 0.01], [0.03, -0.05, 0.03], [-0.09, 0.09, -0.03], [0.05, -0.03, 0.00], [-0.03, 0.00, 0.01], [-0.02, 0.00, 0.01], [-0.01, 0.02, -0.03], [0.03, -0.02, 0.03], [-0.01, -0.01, 0.00], [-0.04, 0.00, 0.05], [0.01, 0.06, -0.09], [0.05, -0.07, 0.03], [-0.01, 0.00, 0.00], [0.00, 0.00, 0.00], [0.01, 0.00, 0.00], [-0.01, 0.00, 0.00], [0.01, 0.01, -0.02], [0.05, -0.04, 0.01], [-0.02, 0.02, 0.03], [0.00, -0.01, -0.03], [0.00, 0.01, 0.01], [-0.01, 0.01, 0.01], [-0.06, 0.01, 0.07], [0.09, 0.02, -0.09], [0.01, -0.02, -0.02], [-0.02, -0.01, 0.00], [0.03, 0.02, 0.06], [0.00, 0.04, 0.01], [0.05, -0.01, -0.01], [0.00, 0.01, 0.00], [-0.04, 0.02, 0.01], [0.00, -0.01, 0.01], [0.01, 0.00, 0.00], [0.01, -0.01, 0.00], [0.00, 0.00, 0.00], [0.00, 0.00, 0.01], [0.00, 0.00, -0.01], [0.00, 0.00, 0.00], [0.01, 0.00, 0.00], [0.00, 0.00, 0.00], [0.00, 0.00, 0.00], [-0.01, 0.01, 0.01], [-0.01, 0.00, -0.01], [0.00, 0.01, 0.00], [0.00, -0.01, -0.01], [0.00, -0.01, -0.01], [-0.01, 0.00, -0.03], [0.00, -0.01, -0.01], [-0.01, -0.02, 0.00], [0.00, 0.00, -0.01], [0.00, 0.01, 0.00], [0.02, 0.00, -0.01], [0.00, -0.01, 0.00], [0.00, 0.00, 0.00], [-0.01, 0.00, 0.00], [0.01, -0.01, 0.00], [0.00, 0.00, 0.00], [0.00, 0.00, 0.00], [-0.01, 0.01, 0.00]], "charge": -2, "lumo_energy_ev": 3.920}


{"formula": "C45H56ClF5NO4PPdSeTe", "method": "wB97M-V/def2-TZVPD", "elements": ["Pd", "C", "C", "C", "O", "H", "H", "H", "H", "H", "H", "C", "C", "C", "C", "P", "C", "C", "C", "C", "C", "C", "C", "C", "C", "C", "H", "H", "H", "H", "H", "H", "H", "H", "H", "H", "H", "H", "H", "H", "H", "H", "H", "H", "H", "H", "H", "H", "H", "F", "C", "C", "F", "C", "F", "C", "Se", "C", "F", "C", "F", "Cl", "C", "C", "O", "O", "H", "H", "C", "C", "O", "N", "Te", "C", "C", "C", "C", "C", "C", "C", "C", "C", "C", "C", "C", "C", "C", "C", "C", "C", "C", "H", "H", "H", "H", "H", "H", "H", "H", "H", "H", "H", "H", "H", "H", "H", "H", "H", "H", "H", "H", "H", "H", "H", "H", "H"], "positions_angstrom": [[-1.0151, -1.1004, -0.1701], [-4.1620, 2.3544, 0.0001], [-3.3981, 1.1345, 0.4549], [-2.7616, 1.1985, 1.8080], [-3.2692, 0.1824, -0.2879], [-4.7387, 2.7993, 0.8109], [-4.8065, 2.0990, -0.8378], [-3.4295, 3.0964, -0.3300], [-3.4823, 1.5316, 2.5570], [-1.9555, 1.9330, 1.7700], [-2.2880, 0.2604, 2.0899], [0.0426, -4.8124, 0.1301], [-1.3226, -4.5557, 0.7741], [-2.1079, -5.8614, 0.8967], [-1.1048, -4.0095, 2.1916], [-2.1717, -3.1628, -0.1590], [-3.8030, -3.1392, 0.6852], [-4.8765, -3.9894, 0.4214], [-6.0576, -3.8972, 1.1417], [-6.1864, -2.9587, 2.1564], [-5.1217, -2.1197, 2.4465], [-3.9486, -2.2096, 1.7118], [-2.5283, -3.6458, -1.9546], [-1.3045, -3.2553, -2.7929], [-2.8183, -5.1153, -2.2625], [-3.6953, -2.7620, -2.4188], [0.6526, -5.4041, 0.8183], [0.5759, -3.8840, -0.0772], [-0.0517, -5.3727, -0.8031], [-1.5467, -6.5345, 1.5521], [-2.2445, -6.3725, -0.0538], [-3.0867, -5.7069, 1.3530], [-0.4726, -4.7126, 2.7404], [-2.0492, -3.9117, 2.7317], [-0.6053, -3.0393, 2.1759], [-4.7996, -4.7435, -0.3478], [-6.8768, -4.5674, 0.9125], [-7.1099, -2.8855, 2.7165], [-5.2002, -1.3907, 3.2432], [-3.1182, -1.5522, 1.9375], [-0.4263, -3.8528, -2.5518], [-1.0197, -2.2145, -2.6441], [-1.5505, -3.4050, -3.8487], [-1.9692, -5.7494, -2.0118], [-2.9846, -5.2106, -3.3402], [-3.7001, -5.5134, -1.7627], [-3.5515, -1.7228, -2.1098], [-4.6585, -3.0927, -2.0326], [-3.7393, -2.7863, -3.5114], [1.2019, -3.4862, 7.4773], [1.0912, -2.8355, 6.3084], [1.5849, -3.3931, 5.1435], [2.1777, -4.5966, 5.1894], [1.4656, -2.7117, 3.9452], [1.9766, -3.3187, 2.8656], [0.8580, -1.4607, 3.8391], [0.7131, -0.5388, 2.1920], [0.3720, -0.9381, 5.0365], [-0.2459, 0.2536, 5.0639], [0.4813, -1.5959, 6.2488], [-0.0059, -1.0455, 7.3727], [2.3482, -1.6702, -4.2853], [2.8901, -2.2257, -2.6625], [2.1352, -1.4925, -1.5443], [2.7186, -0.5284, -0.9884], [1.0248, -1.9827, -1.2731], [3.9652, -2.0792, -2.6014], [2.6338, -3.2802, -2.6282], [-0.7006, 0.6962, -3.1556], [0.1587, 0.9747, -1.9729], [1.3619, 1.5316, -2.2397], [-0.0946, 0.8329, -0.7401], [1.9239, 1.6578, -0.3243], [3.8445, 2.4687, -1.0977], [4.4234, 3.3204, -0.1454], [3.8254, 3.6199, 1.2118], [5.6366, 3.9547, -0.4251], [6.3157, 3.7463, -1.6072], [7.6198, 4.4386, -1.8997], [5.7679, 2.8457, -2.5111], [4.5606, 2.1964, -2.2790], [4.1164, 1.2026, -3.3106], [1.0791, 3.6756, -0.3566], [0.4265, 4.0494, 0.8245], [0.4922, 3.2551, 2.1049], [-0.2564, 5.2660, 0.8979], [-0.3068, 6.1338, -0.1732], [-1.0739, 7.4265, -0.1090], [0.3853, 5.7729, -1.3225], [1.0881, 4.5770, -1.4405], [1.8423, 4.3922, -2.7329], [-0.1294, 0.2017, -3.9415], [-1.0624, 1.6505, -3.5466], [-1.5507, 0.0845, -2.8585], [3.3614, 2.7495, 1.6801], [3.0694, 4.4055, 1.1535], [4.6127, 3.9606, 1.8839], [6.0563, 4.6244, 0.3204], [7.8919, 5.1221, -1.0953], [7.5614, 5.0139, -2.8259], [8.4316, 3.7175, -2.0163], [6.3004, 2.6349, -3.4338], [4.7397, 1.2739, -4.2035], [3.0811, 1.3327, -3.5983], [4.1925, 0.1934, -2.9082], [0.6148, 2.1762, 1.9970], [-0.4088, 3.4260, 2.6942], [1.3340, 3.6040, 2.7105], [-0.7563, 5.5281, 1.8254], [-1.4938, 7.5855, 0.8841], [-1.8973, 7.4299, -0.8263], [-0.4336, 8.2780, -0.3468], [0.3887, 6.4544, -2.1671], [1.5282, 5.1583, -3.4427], [1.6745, 3.4143, -3.1802], [2.9151, 4.5016, -2.5727]], "atomic_forces_ev_per_a": [[0.01, -0.04, 0.07], [0.01, -0.02, -0.01], [0.09, 0.01, -0.11], [0.09, 0.01, 0.02], [-0.06, -0.01, 0.00], [-0.01, -0.01, 0.01], [0.00, 0.01, -0.01], [0.02, 0.01, 0.01], [0.01, -0.01, 0.04], [0.01, 0.13, -0.02], [-0.02, 0.03, -0.03], [0.03, 0.00, -0.02], [-0.03, 0.04, -0.02], [0.00, -0.04, 0.01], [0.02, 0.02, 0.01], [0.12, -0.08, -0.11], [-0.02, 0.09, 0.00], [0.03, -0.03, 0.00], [-0.02, 0.01, 0.03], [0.00, -0.01, -0.03], [-0.01, -0.01, 0.01], [0.07, 0.05, 0.05], [0.00, 0.03, 0.07], [0.06, 0.04, 0.03], [-0.07, -0.02, -0.02], [0.01, 0.05, 0.01], [0.00, -0.04, -0.01], [0.00, 0.04, 0.03], [-0.01, 0.01, -0.02], [0.01, -0.01, 0.00], [-0.01, 0.00, -0.01], [0.00, 0.01, 0.01], [0.00, -0.02, 0.02], [0.01, 0.00, 0.00], [-0.01, 0.00, -0.03], [0.00, 0.01, -0.03], [-0.01, 0.00, 0.00], [-0.01, -0.01, 0.02], [0.00, 0.01, 0.01], [-0.03, -0.05, -0.02], [0.02, 0.00, 0.02], [-0.02, -0.01, 0.00], [0.03, -0.03, -0.02], [0.02, 0.00, -0.02], [-0.02, 0.00, -0.01], [0.01, 0.01, 0.03], [0.02, 0.00, 0.00], [0.00, -0.02, 0.02], [-0.02, -0.02, -0.01], [0.00, -0.02, 0.03], [0.00, 0.03, -0.05], [-0.06, 0.08, 0.03], [0.02, -0.04, 0.00], [0.05, -0.04, 0.06], [0.00, 0.03, -0.04], [-0.06, 0.01, -0.02], [-0.09, -0.09, 0.02], [-0.03, -0.06, 0.09], [0.00, 0.03, -0.05], [0.03, -0.06, -0.08], [-0.01, 0.01, 0.04], [-0.02, 0.06, 0.07], [0.09, -0.16, 0.01], [-0.35, -0.40, 0.29], [0.23, 0.21, -0.32], [-0.02, 0.22, -0.19], [-0.03, 0.07, -0.05], [0.08, -0.02, 0.07], [-0.10, -0.08, -0.11], [0.13, 0.33, 0.21], [-0.27, -0.32, -0.87], [-0.29, -0.40, 0.16], [0.57, 0.53, 0.22], [-0.14, 0.00, 0.34], [0.23, 0.04, -0.10], [-0.01, 0.04, -0.03], [-0.02, 0.04, 0.12], [0.05, -0.01, -0.05], [0.01, 0.00, -0.01], [-0.01, 0.04, 0.00], [-0.08, 0.02, 0.04], [0.01, -0.08, -0.09], [-0.10, -0.18, 0.19], [0.00, 0.07, 0.11], [0.00, 0.00, 0.03], [-0.03, -0.08, -0.01], [0.02, 0.00, -0.08], [0.01, 0.02, 0.01], [-0.01, 0.03, 0.05], [-0.04, 0.03, -0.04], [-0.04, -0.11, -0.12], [0.00, -0.04, 0.04], [0.00, -0.01, -0.03], [0.00, 0.04, -0.03], [0.03, 0.00, 0.02], [0.02, -0.01, 0.00], [0.00, 0.00, 0.02], [0.01, 0.00, -0.01], [-0.01, 0.00, 0.00], [0.00, 0.00, 0.00], [0.00, -0.01, 0.00], [-0.01, -0.01, -0.01], [0.03, -0.02, 0.04], [-0.12, 0.04, -0.01], [0.00, 0.01, 0.01], [-0.11, 0.02, -0.03], [-0.02, -0.05, 0.05], [0.00, -0.01, 0.00], [-0.01, -0.01, 0.00], [0.00, 0.00, 0.01], [0.00, -0.01, -0.01], [0.01, 0.00, 0.00], [-0.01, 0.01, -0.02], [0.03, 0.02, -0.01], [0.06, 0.11, 0.08], [0.05, -0.03, 0.02]], "spin_multiplicity": 2, "s2": 0.75, "charge": -1, "lumo_energy_ev": [2.264, 2.258]}